Below is one molecule with the formula C4H8N2O2 at a distorted geometry, with properties calculated with the ωB97M-V functional and the def2-TZVPD basis.

Summary:
Total charge: 0
Orbital gap, eV: 9.10
SMILES: C/C(=C\C(N)=O)NO
Multiplicity: 1

Element x y z (Å)
C 1.44 -0.84 0.45
C 0.34 -0.37 -0.44
C -0.52 0.58 -0.53
C -0.14 1.81 0.75
N -1.29 2.30 1.27
O 0.96 2.23 1.03
N -0.03 -1.48 -1.70
O -0.58 -2.71 -1.32
H 2.25 -1.22 -0.17
H 1.84 -0.03 1.06
H 1.10 -1.65 1.09
H -1.46 0.75 -1.02
H -2.18 1.87 1.11
H -1.24 3.09 1.91
H -0.67 -1.08 -2.39
H 0.19 -3.25 -1.10

Atomic partial charges in e from the natural (NBO) method, atoms 1 to 4:
1 C -0.6932
2 C 0.2047
3 C -0.3375
4 C 0.6847

=====

Below is one molecule with the formula C4H8N2O2 at a distorted geometry, with properties calculated with the ωB97M-V functional and the def2-TZVPD basis.

Summary:
Total charge: 0
Orbital gap, eV: 9.85
SMILES: C[C@@H](C=O)NC(N)=O
Multiplicity: 1

Element x y z (Å)
C 0.70 0.51 1.89
C 1.00 0.15 0.39
C 1.07 -1.48 0.34
O 2.05 -2.12 0.02
N 0.04 0.51 -0.67
C -1.13 -0.10 -1.04
N -1.85 0.12 -2.30
O -1.55 -0.93 -0.26
H 1.60 0.43 2.56
H 0.60 1.60 1.79
H -0.29 0.04 2.27
H 1.96 0.67 0.10
H 0.24 -1.95 0.74
H 0.16 1.49 -0.97
H -1.75 1.01 -2.73
H -2.85 0.03 -2.14

Atomic partial charges in e from the natural (NBO) method, atoms 1 to 4:
1 C -0.6495
2 C -0.1181
3 C 0.4409
4 O -0.5141

=====

Below is one molecule with the formula C4H8N2O2 at a distorted geometry, with properties calculated with the ωB97M-V functional and the def2-TZVPD basis.

Summary:
Total charge: 0
Orbital gap, eV: 9.49
SMILES: CNN/C=C\C(=O)O
Multiplicity: 1

Element x y z (Å)
C 2.19 0.92 0.45
N 1.67 0.41 -0.77
N 1.10 -0.89 -0.66
C -0.08 -1.26 0.06
C -1.38 -0.87 0.22
C -2.10 0.36 -0.16
O -1.78 1.43 -0.56
O -3.49 0.14 0.03
H 1.53 0.70 1.39
H 3.20 0.43 0.62
H 2.26 2.08 0.32
H 0.86 0.93 -1.09
H 1.79 -1.59 -0.82
H 0.09 -2.22 0.41
H -1.90 -1.55 0.77
H -3.95 0.99 -0.21

Atomic partial charges in e from the natural (NBO) method, atoms 1 to 4:
1 C -0.4254
2 N -0.4525
3 N -0.4617
4 C 0.0900

=====

Below is one molecule with the formula C4H8N2O2 at a distorted geometry, with properties calculated with the ωB97M-V functional and the def2-TZVPD basis.

Summary:
Total charge: 0
Orbital gap, eV: 8.96
SMILES: CN1[C@@H](O)[C@@]2(O)N[C@@H]12
Multiplicity: 1

Element x y z (Å)
C -1.80 1.13 0.08
N -0.75 0.40 -0.59
C 1.04 0.51 -0.41
O 1.37 1.31 0.65
C 0.95 -0.95 -0.15
O 1.83 -1.82 -0.75
N 0.21 -1.29 1.02
C -0.58 -0.95 -0.20
H -1.84 2.14 -0.33
H -1.67 1.21 1.16
H -2.75 0.62 -0.10
H 1.43 0.82 -1.37
H 2.14 1.85 0.43
H 1.49 -2.71 -0.64
H 0.21 -0.55 1.72
H -1.28 -1.72 -0.51

Atomic partial charges in e from the natural (NBO) method, atoms 1 to 4:
1 C -0.4277
2 N -0.4551
3 C 0.2682
4 O -0.6993

=====

Below is one molecule with the formula C4H8N2O2 at a distorted geometry, with properties calculated with the ωB97M-V functional and the def2-TZVPD basis.

Summary:
Total charge: 0
Orbital gap, eV: 9.05
SMILES: N/N=C1\OCC[C@@H]1O
Multiplicity: 1

Element x y z (Å)
N 2.81 -0.48 -0.14
N 1.76 0.53 -0.16
C 0.60 -0.08 -0.13
O -0.05 -1.18 -0.58
C -1.52 -1.15 0.06
C -1.72 0.23 -0.27
C -0.68 0.97 0.21
O -0.09 2.19 -0.31
H 3.74 0.02 -0.09
H 2.84 -1.35 0.50
H -1.32 -1.63 1.25
H -2.24 -1.82 -0.37
H -1.73 0.43 -1.35
H -2.77 0.62 -0.04
H -0.54 0.85 1.42
H 0.90 1.86 0.00

Atomic partial charges in e from the natural (NBO) method, atoms 1 to 4:
1 N -0.7156
2 N -0.3858
3 C 0.5470
4 O -0.5105

=====

Below is one molecule with the formula C4H8N2O2 at a distorted geometry, with properties calculated with the ωB97M-V functional and the def2-TZVPD basis.

Summary:
Total charge: 0
Orbital gap, eV: 8.24
SMILES: COC(=O)/C(N)=C\N
Multiplicity: 1

Element x y z (Å)
C 1.03 2.15 -0.38
O 0.24 1.32 0.47
C -0.84 0.69 -0.12
O -1.80 1.32 -0.56
C -0.67 -0.74 -0.19
N -1.39 -1.53 -1.13
C 0.38 -1.39 0.46
N 0.53 -1.51 1.78
H 0.87 2.02 -1.46
H 2.07 1.93 -0.14
H 0.78 3.19 -0.16
H -2.38 -1.48 -0.93
H -1.29 -1.13 -2.06
H 1.09 -2.02 -0.09
H 1.35 -1.99 2.15
H 0.04 -0.83 2.36

Atomic partial charges in e from the natural (NBO) method, atoms 1 to 4:
1 C -0.2520
2 O -0.5772
3 C 0.7245
4 O -0.6147

=====

| no. | LUMO level (eV) | total energy (eV) |
| --- | --- | --- |
| 1 | 0.806 | -11349.1987 |
| 2 | 0.553 | -11352.0239 |
| 3 | 0.645 | -11350.8033 |
| 4 | 0.566 | -11349.5527 |
| 5 | 0.668 | -11347.2384 |
| 6 | 0.480 | -11351.0295 |